No. 1
DFT (wB97M-V/def2-TZVPD) results for 2 unconnected molecules or ions with the total composition C4H5N3O.

The geometry in ORCA input format:
```
! RIJCOSX wB97M-V def2-TZVPD def2/J DEFGRID3
* xyz 0 1
O 3.168 -0.951 -0.138
C -2.192 -0.662 0.232
H -1.364 1.355 -0.374
H -1.362 -1.039 1.089
H -2.668 -1.357 -0.725
N 0.878 1.201 0.021
C 2.027 0.938 0.153
H -3.392 0.033 0.972
H 3.096 1.438 -0.075
C 0.123 0.145 -0.352
N -1.172 0.292 -0.602
C 2.087 -0.453 0.026
N 0.770 -0.939 -0.228
*
```

Properties
* LUMO level: -1.2 eV
* frontier orbital gap: 8.7 eV

These are the Löwdin partial charges, in e, on atoms 1 to 2: O 0.14; C -0.09

=====

No. 2
DFT (wB97M-V/def2-TZVPD) results for C7H9F5N2O in the gas phase.

The geometry in ORCA input format:
```
! RIJCOSX wB97M-V def2-TZVPD def2/J DEFGRID3
* xyz 0 1
H -0.411 1.797 -2.082
H 3.007 0.971 -1.698
C -1.503 1.157 -0.180
F -2.440 -3.332 -0.327
F -0.431 -3.770 -0.029
F 1.538 -0.748 2.251
H 1.757 0.789 -2.851
F 0.745 -2.712 2.534
N -0.501 -1.164 1.547
H 1.320 1.094 0.201
N -1.456 -1.752 0.788
O -1.309 1.147 1.252
H 0.046 2.666 -0.540
C 0.942 0.755 -0.866
C -0.263 1.648 -0.942
C -1.380 -2.861 0.232
F -0.283 0.513 3.043
H -2.304 1.932 -0.253
C 1.998 1.241 -1.934
H 2.011 2.350 -2.009
C -0.727 0.118 1.831
C 0.779 -1.723 1.709
H -1.962 0.235 -0.608
H 0.828 -0.350 -1.071
*
```

Properties
* LUMO level (alpha / beta): 0.4 / -0.1 eV
* frontier orbital gap (alpha / beta): 8.0 / 7.0 eV

These are the Löwdin partial charges, in e, on atoms 1 to 2: H 0.14; H 0.06

=====

No. 3
DFT (wB97M-V/def2-TZVPD) results for C8H11OPS in the gas phase.

The geometry in ORCA input format:
```
! RIJCOSX wB97M-V def2-TZVPD def2/J DEFGRID3
* xyz 0 1
H 0.401 2.356 -0.732
H -1.437 1.956 -0.896
P -1.790 -0.584 -0.252
C 2.925 -0.967 -0.769
H -0.596 -2.640 -0.589
O 2.584 -1.657 0.320
C -0.721 2.580 0.994
H -1.359 -2.419 1.038
H 0.924 -1.631 1.630
H 0.010 2.467 1.824
H 3.795 -1.004 -1.353
C -0.403 0.352 -0.083
H -2.347 -3.073 -0.458
C -0.495 1.869 -0.303
H -0.801 3.668 0.848
C 1.987 -0.026 -1.076
C 0.911 -0.281 -0.101
C -1.479 -2.369 -0.047
S -3.616 0.009 -0.077
H 1.944 0.296 -2.136
H -1.803 2.351 1.487
C 1.367 -1.253 0.732
*
```

Properties
* LUMO level: 0.0 eV
* structure (SMILES): CCC(c1ccoc1)=P(C)=S
* frontier orbital gap: 7.8 eV

These are the Löwdin partial charges, in e, on atoms 1 to 2: H 0.12; H 0.09

=====

No. 4
DFT (wB97M-V/def2-TZVPD) results for a molecular structure, C21H46ClINO5P3S.

The geometry in ORCA input format:
```
! RIJCOSX wB97M-V def2-TZVPD def2/J DEFGRID3
* xyz 0 1
O -0.025 1.926 2.625
H 5.729 -1.388 5.385
H 5.180 -4.414 5.545
N -2.653 1.277 0.762
H 1.696 4.798 -2.586
H -0.401 4.955 -3.660
H 2.777 -2.686 4.738
C 3.219 0.456 3.842
C -2.148 2.131 -0.420
H -1.495 -6.327 -3.253
H -5.866 4.676 -1.799
H -1.380 3.387 -3.244
C -1.190 4.492 -2.908
H 3.402 -4.051 3.832
H 2.700 -0.314 3.264
H 3.868 1.020 3.164
H 0.542 -3.054 -2.917
H -1.810 -2.704 -0.984
H -3.229 0.527 0.275
H -3.478 2.859 -2.978
H 0.232 -1.668 -1.867
I 1.110 1.626 -2.911
H -3.686 -4.395 -5.636
H 2.462 1.142 4.235
H 1.957 0.075 1.045
C 0.087 -2.748 -1.971
C -3.412 3.149 -0.611
O -2.044 3.909 2.197
H 4.215 -2.019 2.801
H -1.379 -5.212 -5.453
H -3.821 -4.232 -3.882
H -3.159 4.294 -0.386
C -3.329 -4.794 -4.681
O -2.379 0.510 -2.613
O -0.550 0.340 -0.969
C 3.696 -3.231 4.498
C -1.683 -4.582 -2.015
C -4.816 4.603 -2.360
C 0.367 1.518 -0.808
P -0.394 4.447 -1.176
S 0.799 4.686 1.953
H -4.153 5.488 -1.912
H -5.086 2.355 -1.994
O 3.287 1.110 -0.825
H -4.251 2.878 0.196
H -1.918 -2.544 -2.727
H -2.364 3.313 2.937
C -1.229 -5.263 -3.311
Cl -4.990 4.983 -4.177
H -1.876 0.760 1.220
C 4.675 -2.324 3.748
C 4.022 -0.146 4.986
H 4.474 0.672 5.560
H 3.553 -4.495 6.240
P 2.024 1.214 0.121
H 5.826 -0.516 3.871
H -1.520 -3.629 -4.712
C 1.423 4.951 -1.447
C -1.814 -4.677 -4.600
H 0.621 -3.241 -1.153
C 5.139 -1.080 4.515
H 2.239 2.375 0.996
H -2.758 -4.743 -1.876
C -1.397 -3.081 -1.928
H 2.103 4.208 -0.808
H -3.644 -5.840 -4.613
H 3.349 -0.668 5.673
C -4.162 3.108 -2.062
C -1.801 0.971 -1.509
H -2.147 5.188 -2.991
H 4.544 -3.056 6.496
H -0.895 1.697 3.102
C -0.608 2.774 -0.285
P -0.505 3.275 1.574
H 1.612 6.056 -1.070
H 5.562 -2.910 3.473
C 4.282 -3.829 5.768
H -1.193 -5.086 -1.172
H -0.136 -5.232 -3.378
*
```

Properties
* LUMO level: -0.8 eV
* frontier orbital gap: 7.4 eV

These are the Löwdin partial charges, in e, on atoms 1 to 2: O -0.31; H 0.10

=====

No. 5
DFT (wB97M-V/def2-TZVPD) results for a molecular structure, C3H3AgLiO3.

The geometry in ORCA input format:
```
! RIJCOSX wB97M-V def2-TZVPD def2/J DEFGRID3
* xyz 0 2
O 0.652 0.380 0.345
Li -0.213 4.037 -2.553
C -0.217 -0.778 0.524
C 1.394 2.247 -0.864
H -0.463 1.133 -1.245
Ag -1.696 -3.259 1.146
O -1.170 -0.807 -0.242
O 1.185 3.230 -1.608
C 0.393 1.285 -0.579
H 2.336 2.173 -0.292
H -1.834 3.331 -2.352
*
```

Properties
* LUMO level (alpha / beta): -3.0 / -3.0 eV
* frontier orbital gap (alpha / beta): 3.1 / 3.1 eV

These are the Löwdin partial charges, in e, on atoms 1 to 2: O -0.10; Li 0.34

=====

No. 6
DFT (wB97M-V/def2-TZVPD) results for a molecular structure, C15H15Cl5CrNO10P2.

The geometry in ORCA input format:
```
! RIJCOSX wB97M-V def2-TZVPD def2/J DEFGRID3
* xyz -2 6
C -2.116 1.607 -2.319
H 3.979 -5.784 -0.711
O -2.200 -1.867 3.114
C 0.865 -3.510 -0.667
P -0.027 -0.470 2.395
O -0.863 1.425 -2.274
O -3.557 -0.589 0.081
O -2.869 1.662 -1.326
H -2.794 2.906 -3.869
Cl 0.644 6.618 1.231
C -1.834 -0.791 2.248
H -2.076 1.401 -4.469
H -3.687 0.254 2.537
O 0.764 -1.721 2.219
H -3.714 1.403 -3.742
Cl 2.757 1.685 -1.936
C 0.710 -4.825 -0.962
C 2.436 5.340 -0.344
O 2.281 -1.740 0.070
H -2.353 1.305 2.037
H -2.202 -2.650 2.535
H 4.164 -3.359 -0.156
Cl 4.409 4.347 -1.909
C 0.941 2.925 -0.391
C 1.828 -5.706 -1.028
C 3.235 -3.842 -0.413
P -2.193 -1.321 0.492
O -2.380 -2.794 0.548
C 1.228 5.247 0.342
N 2.132 -3.008 -0.452
C 0.515 4.052 0.295
C 2.151 3.067 -1.054
H -3.365 0.258 -0.387
C -2.713 1.830 -3.699
O 0.164 0.055 3.925
H 0.058 -2.796 -0.581
H 0.181 1.018 3.892
O -1.093 -0.752 -0.395
C 3.092 -5.162 -0.718
O 0.312 0.748 1.541
Cl -1.010 3.966 1.150
C -2.622 0.447 2.657
Cl 3.346 6.815 -0.318
H -0.298 -5.180 -1.130
H 1.753 -1.732 0.927
H -2.415 0.683 3.703
C 2.905 4.237 -1.052
H 1.706 -6.757 -1.247
Cr -0.173 1.056 -0.390
*
```

Properties
* LUMO level (alpha / beta): 3.9 / 3.9 eV
* frontier orbital gap (alpha / beta): 4.1 / 7.8 eV

These are the Löwdin partial charges, in e, on atoms 1 to 2: C -0.69; H 0.08

=====

No. 7
DFT (wB97M-V/def2-TZVPD) results for 2 unconnected molecules or ions with the total composition C3H3BrO.

The geometry in ORCA input format:
```
! RIJCOSX wB97M-V def2-TZVPD def2/J DEFGRID3
* xyz 0 3
H 1.297 0.520 -0.312
H -0.838 1.406 1.075
Br -2.659 0.071 -0.007
C -1.142 1.106 0.091
O 1.863 -2.698 0.061
C 1.433 -1.608 0.008
C 0.911 -0.444 -0.127
H -0.865 1.646 -0.790
*
```

Properties
* LUMO level (alpha / beta): 0.7 / -2.4 eV
* frontier orbital gap (alpha / beta): 8.6 / 7.2 eV

These are the Löwdin partial charges, in e, on atoms 1 to 2: H 0.04; H -0.01

=====

No. 8
DFT (wB97M-V/def2-TZVPD) results for 2 unconnected molecules or ions with the total composition C6H7BrN2O2S.

The geometry in ORCA input format:
```
! RIJCOSX wB97M-V def2-TZVPD def2/J DEFGRID3
* xyz 0 1
H -0.526 2.262 -0.923
H 3.039 -0.471 -2.088
H 4.210 -0.373 -0.887
N 1.023 0.890 0.877
O 1.268 -2.133 -0.911
Br 2.046 2.075 -0.039
H -4.041 0.038 0.034
S 2.303 -1.480 -0.144
H -0.324 -0.936 1.927
N 3.446 -0.908 -1.274
C -2.360 1.243 -0.526
O 3.026 -2.218 0.861
C -2.989 0.224 0.184
H -2.740 -1.360 1.607
C -0.262 0.709 0.550
C -1.015 1.475 -0.364
C -0.917 -0.329 1.259
H -2.930 1.849 -1.215
C -2.257 -0.558 1.072
*
```

Properties
* LUMO level (alpha / beta): -1.6 / -1.8 eV
* frontier orbital gap (alpha / beta): 7.0 / 7.2 eV

These are the Löwdin partial charges, in e, on atoms 1 to 2: H 0.07; H 0.05

=====

| no. | E (eV) |
| --- | --- |
| 1 | -10740.55632 |
| 2 | -26014.07807 |
| 3 | -30643.65720 |
| 4 | -93570.53669 |
| 5 | -13499.82725 |
| 6 | -147384.03043 |
| 7 | -75244.12790 |
| 8 | -94285.10783 |